The following is a DFT calculation (ωB97M-V/def2-TZVPD) of a 3-piece molecular cluster, C3H6ClNOS overall.

Geometry (Å):
1 C -0.7344 -2.2836 1.5466
2 C 0.9905 1.7395 -0.2704
3 C 0.6406 -0.5568 -1.7275
4 N -0.6251 -1.4181 0.7806
5 O -0.9170 -2.9516 2.4318
6 S 1.1044 1.0144 -1.9465
7 Cl -2.4470 1.0367 1.0508
8 H 1.6912 2.6073 -0.3691
9 H 1.1093 1.0001 0.5541
10 H -0.0927 1.9815 -0.1376
11 H 0.7622 -1.2757 -2.6677
12 H -1.2530 0.3343 0.9905
13 H -0.2289 -1.2279 -0.2355

Output
Highest occupied orbital energy   -9.600 eV
Gap between HOMO and LUMO   8.70 eV
LUMO energy   -0.90 eV

Mulliken atomic charge list, values in e, 8 entries: atom 1 (C): 0.381, atom 2 (C): -0.604, atom 3 (C): -0.517, atom 4 (N): -0.216, atom 5 (O): -0.388, atom 6 (S): 0.120, atom 7 (Cl): -0.315, atom 8 (H): 0.310

The following is a DFT calculation (ωB97M-V/def2-TZVPD) of a 2-piece molecular cluster, C3H6ClO3PS overall.

Geometry (Å):
1 C 5.0239 -0.0880 -0.1308
2 C -1.7039 1.8081 -0.3723
3 C 1.9049 -1.7927 0.3420
4 O 5.7403 -0.6273 0.5797
5 O 4.3330 0.4871 -0.8404
6 O 1.6422 -0.9229 -0.8402
7 P 1.0147 0.5484 -0.8002
8 S -0.9932 0.0798 -0.0977
9 Cl 1.9162 1.3135 0.8672
10 H -1.4999 1.8599 -1.4740
11 H -1.0061 2.2493 0.2594
12 H -2.7456 1.9644 -0.0957
13 H 0.8215 -1.7994 0.7177
14 H 2.5225 -1.5062 1.1895
15 H 2.3420 -2.7838 -0.1004

Output
Highest occupied orbital energy   -8.812 eV
SMILES string   COP(Cl)SC.O=C=O
Gap between HOMO and LUMO   9.34 eV
LUMO energy   0.53 eV

Mulliken atomic charge list, values in e, 8 entries: atom 1 (C): 0.737, atom 2 (C): -0.704, atom 3 (C): -0.618, atom 4 (O): -0.372, atom 5 (O): -0.347, atom 6 (O): -0.186, atom 7 (P): 0.336, atom 8 (S): -0.197

The following is a DFT calculation (ωB97M-V/def2-TZVPD) of a 2-piece molecular cluster, C3H6ClO3S overall.

Geometry (Å):
1 C -1.0028 0.5914 -0.3896
2 C -0.2190 0.0550 1.9574
3 C -1.3129 0.5649 1.0481
4 O -2.4235 0.8361 1.5251
5 O 3.1519 -1.7118 -2.4327
6 O 1.8220 -0.7609 -0.6660
7 S 2.3626 -0.5554 -1.9824
8 Cl 0.3110 -0.6801 -3.0988
9 H -1.0885 -0.4508 -0.7903
10 H -0.0314 0.8963 -0.6883
11 H -1.7478 1.2881 -1.0161
12 H 0.3913 0.8799 2.3845
13 H 0.5439 -0.5134 1.2966
14 H -0.7566 -0.4393 2.8526

Output
Highest occupied orbital energy   -5.148 eV
Total charge   -1
Gap between HOMO and LUMO   8.75 eV
LUMO energy   3.61 eV

Mulliken atomic charge list, values in e, 8 entries: atom 1 (C): -0.802, atom 2 (C): -0.765, atom 3 (C): 0.667, atom 4 (O): -0.622, atom 5 (O): -0.519, atom 6 (O): -0.478, atom 7 (S): 0.512, atom 8 (Cl): -0.528

The following is a DFT calculation (ωB97M-V/def2-TZVPD) of one molecule with the formula C3H6ClPS2.

Geometry (Å):
1 C -0.3628 -0.5259 -0.8630
2 C -1.1682 -0.5791 0.3780
3 C -2.1756 0.2254 0.6047
4 P 2.3138 -0.0912 0.8041
5 S 1.3886 -1.2572 -0.7430
6 S 2.2548 1.8466 -0.0782
7 Cl 4.1895 -0.5557 0.5024
8 H -0.2524 0.4280 -1.1951
9 H -0.7971 -1.1371 -1.6443
10 H -1.0094 -1.4204 0.9731
11 H -2.4382 1.0971 -0.0108
12 H -2.8657 0.0492 1.5704
13 H 0.9227 1.9204 -0.2985

Output
Highest occupied orbital energy   -8.693 eV
SMILES string   C=CCSP(S)Cl
Gap between HOMO and LUMO   9.19 eV
LUMO energy   0.49 eV

Mulliken atomic charge list, values in e, 8 entries: atom 1 (C): -0.842, atom 2 (C): 0.083, atom 3 (C): -0.685, atom 4 (P): 0.322, atom 5 (S): -0.094, atom 6 (S): -0.223, atom 7 (Cl): -0.182, atom 8 (H): 0.344